Here is a 2-piece molecular cluster, C6H12N2 overall in a non-equilibrium geometry from the OMol25 dataset. Energies are from ωB97M-V with the def2-TZVPD basis set.

The relative energy (zero: lowest compared OMol25 entry of this formula, charge and spin) comes out at 0.427 eV. As for the charge: 0. As for the energy: -345.31219 a.u. Its HOMO-LUMO gap is 0.34828 hartree.

Bonds (Å) are listed after each position.
Atoms and positions in Å:
1 C 0.1945 1.1513 -2.8152  C2 1.506, H7 1.089, H8 1.088, H9 1.088
2 C -0.2169 1.4488 -1.3975  C1 1.506, C3 1.368, N6 1.359
3 C -1.4698 1.7171 -0.9167  C2 1.368, N4 1.384, H10 1.075
4 N -1.2774 1.9691 0.4305  C3 1.384, C5 1.364, H11 1.009
5 C 0.0632 1.8652 0.6598  N4 1.364, N6 1.313, H12 1.076
6 N 0.7133 1.4621 -0.4070  C2 1.359, C5 1.313
7 H 0.6476 1.9972 -3.3301  C1 1.089
8 H -0.6889 0.9272 -3.4104  C1 1.088
9 H 0.8557 0.2935 -2.7104  C1 1.088
10 H -2.3874 1.6662 -1.4739  C3 1.075
11 H -1.9416 2.3523 1.0865  N4 1.009
12 H 0.4571 1.8852 1.6614  C5 1.076
13 C 0.1848 -1.7697 1.3091  C14 1.525, H15 1.094, H16 1.084, H17 1.091
14 C 1.0761 -2.8745 1.8657  C13 1.525, H18 1.099, H19 1.089, H20 1.087
15 H -0.8416 -1.8771 1.6725  C13 1.094
16 H 0.5500 -0.7932 1.6046  C13 1.084
17 H 0.0304 -1.9113 0.2381  C13 1.091
18 H 1.5040 -3.5413 1.1038  C14 1.099
19 H 2.0178 -2.4841 2.2494  C14 1.089
20 H 0.5290 -3.4841 2.5798  C14 1.087

Here is one molecule with the formula C6H12N2 in a non-equilibrium geometry from the OMol25 dataset. Energies are from ωB97M-V with the def2-TZVPD basis set.

The relative energy (zero: lowest compared OMol25 entry of this formula, charge and spin) comes out at 4.321 eV. As for the charge: 0. As for the energy: -345.16907 a.u. Its HOMO-LUMO gap is 0.31650 hartree.

Bonds (Å) are listed after each position.
Atoms and positions in Å:
1 C 2.0956 -0.6491 -0.9053  C2 1.564, H9 1.093, H10 1.112, H11 1.116
2 C 1.1517 -0.2330 0.2707  C1 1.564, C3 1.579, N8 1.467, H12 1.142
3 C -0.1711 -1.0780 0.4459  C2 1.579, C4 1.465, H13 1.070, H14 1.077
4 C -1.1868 -0.0568 0.1767  C3 1.465, N5 1.446, C6 1.610, C7 1.529
5 N -1.3014 0.2794 -1.2248  C4 1.446, H15 1.031, H16 1.006
6 C -1.8771 1.1838 0.9364  C4 1.610, C7 1.466, H17 1.116, H18 1.089
7 C -0.4254 0.9900 0.9913  C4 1.529, C6 1.466, N8 1.423, H19 1.103
8 N 0.7416 1.1740 0.1979  C2 1.467, C7 1.423, H20 1.011
9 H 1.6640 -0.8064 -1.8976  C1 1.093
10 H 2.9920 -0.0009 -1.0149  C1 1.112
11 H 2.4302 -1.6453 -0.5300  C1 1.116
12 H 1.8168 -0.2535 1.1982  C2 1.142
13 H -0.3076 -1.8966 -0.2301  C3 1.070
14 H -0.3338 -1.4957 1.4251  C3 1.077
15 H -2.1688 -0.1026 -1.6312  N5 1.031
16 H -0.6420 -0.2943 -1.7228  N5 1.006
17 H -2.2234 1.0943 1.9935  C6 1.116
18 H -2.3785 1.8409 0.2278  C6 1.089
19 H -0.1565 0.5486 1.9660  C7 1.103
20 H 0.2805 1.4013 -0.6730  N8 1.011

Here is one molecule with the formula C6H12N2 in a non-equilibrium geometry from the OMol25 dataset. Energies are from ωB97M-V with the def2-TZVPD basis set.

The relative energy (zero: lowest compared OMol25 entry of this formula, charge and spin) comes out at 4.460 eV. As for the charge: 0. As for the energy: -345.16396 a.u. Its HOMO-LUMO gap (alpha / beta) is 0.25561 / 0.25572 hartree.

Bonds (Å) are listed after each position.
Atoms and positions in Å:
1 C -1.4757 1.5813 0.3732  C4 1.503, H9 1.092, H10 1.095, H11 1.097
2 N -1.3099 -0.6426 -1.6123  C3 1.444, H5 1.012, H6 1.013
3 C -0.0801 0.0045 -1.2206  N2 1.444, C4 1.502, H7 1.094, N15 1.518
4 C -0.1947 0.9002 -0.0199  C1 1.503, C3 1.502, H8 1.088, C12 1.873
5 H -2.0419 0.0332 -1.7890  N2 1.012
6 H -1.1682 -1.2225 -2.4305  N2 1.013
7 H 0.4881 0.4215 -2.0569  C3 1.094
8 H 0.6934 1.5142 0.1114  C4 1.088
9 H -2.3350 0.9094 0.3173  C1 1.092
10 H -1.3986 1.9333 1.4068  C1 1.095
11 H -1.6860 2.4533 -0.2589  C1 1.097
12 C 0.1387 -0.6083 1.0398  C4 1.873, C14 1.359, N15 1.701, H16 1.087
13 C 2.0464 -1.1064 -0.6233  N15 1.293, H17 1.086, H18 1.083
14 C 0.8784 -0.6485 2.1789  C12 1.359, H19 1.081, H20 1.083
15 N 0.7632 -1.0230 -0.4866  C3 1.518, C12 1.701, C13 1.293
16 H -0.8503 -1.0580 1.0539  C12 1.087
17 H 2.5803 -0.5402 -1.3809  C13 1.086
18 H 2.6421 -1.6849 0.0727  C13 1.083
19 H 0.4174 -0.9475 3.1101  C14 1.081
20 H 1.8925 -0.2689 2.2149  C14 1.083

Here is a 2-piece molecular cluster, C6H12N2 overall in a non-equilibrium geometry from the OMol25 dataset. Energies are from ωB97M-V with the def2-TZVPD basis set.

The relative energy (zero: lowest compared OMol25 entry of this formula, charge and spin) comes out at 0.272 eV. As for the charge: 0. As for the energy: -345.31788 a.u. Its HOMO-LUMO gap is 0.34793 hartree.

Bonds (Å) are listed after each position.
Atoms and positions in Å:
1 C -3.2808 1.7913 -0.0559  C2 1.488, H7 1.088, H8 1.094, H9 1.088
2 C -1.8705 1.5006 -0.4312  C1 1.488, C3 1.366, N6 1.373
3 C -0.9286 2.3558 -0.9298  C2 1.366, N4 1.362, H10 1.080
4 N 0.1563 1.5891 -1.2280  C3 1.362, C5 1.360, H11 1.006
5 C -0.1584 0.3023 -0.9213  N4 1.360, N6 1.303, H12 1.076
6 N -1.3693 0.2229 -0.4463  C2 1.373, C5 1.303
7 H -3.9387 1.0606 -0.5223  C1 1.088
8 H -3.5743 2.7406 -0.5135  C1 1.094
9 H -3.5064 1.8477 1.0068  C1 1.088
10 H -0.9934 3.4247 -1.0678  C3 1.080
11 H 0.9965 1.8523 -1.7149  N4 1.006
12 H 0.5231 -0.4852 -1.1923  C5 1.076
13 C 2.7645 -2.2583 1.5639  C14 1.542, H15 1.085, H16 1.094, H17 1.086
14 C 1.6816 -2.2687 0.4658  C13 1.542, H18 1.085, H19 1.097, H20 1.083
15 H 2.5909 -1.4834 2.3039  C13 1.085
16 H 2.7780 -3.2199 2.0862  C13 1.094
17 H 3.7647 -2.1915 1.1468  C13 1.086
18 H 1.1953 -3.2316 0.3503  C14 1.085
19 H 2.2049 -2.0839 -0.4801  C14 1.097
20 H 0.9645 -1.4654 0.5801  C14 1.083

Here is a 2-piece molecular cluster, C6H12N2 overall in a non-equilibrium geometry from the OMol25 dataset. Energies are from ωB97M-V with the def2-TZVPD basis set.

The relative energy (zero: lowest compared OMol25 entry of this formula, charge and spin) comes out at 1.954 eV. As for the charge: 0. As for the energy: -345.25606 a.u. Its HOMO-LUMO gap is 0.35289 hartree.

Bonds (Å) are listed after each position.
Atoms and positions in Å:
1 H -4.0428 2.3668 -0.2583  N2 1.014
2 N -3.8515 1.6908 -0.9891  H1 1.014, C3 1.296
3 C -2.6914 1.1511 -0.7824  N2 1.296, N4 1.373, H6 1.101
4 N -2.2418 0.1289 -1.5804  C3 1.373, C5 1.456, H7 1.042
5 C -1.2475 -0.8548 -1.1766  N4 1.456, H8 1.089, H9 1.100, H10 1.095
6 H -1.9927 1.4032 0.0298  C3 1.101
7 H -3.0210 -0.2902 -2.1305  N4 1.042
8 H -0.9403 -1.3374 -2.1027  C5 1.089
9 H -0.3532 -0.3634 -0.7658  C5 1.100
10 H -1.6168 -1.6165 -0.4819  C5 1.095
11 C 2.9184 -1.8816 0.6830  C12 1.321, H15 1.112, H16 1.078
12 C 2.6517 -0.5939 0.5580  C11 1.321, C13 1.485, H17 1.118
13 C 1.7601 0.1614 1.4741  C12 1.485, C14 1.327, H18 1.105
14 C 1.5631 1.4731 1.4399  C13 1.327, H19 1.085, H20 1.090
15 H 2.4432 -2.5091 1.4692  C11 1.112
16 H 3.5008 -2.4461 -0.0275  C11 1.078
17 H 2.9145 -0.1087 -0.4138  C12 1.118
18 H 1.2742 -0.4601 2.2477  C13 1.105
19 H 0.8727 2.0000 2.0910  C14 1.085
20 H 2.1004 2.0865 0.7163  C14 1.090

Here is a 2-piece molecular cluster, C6H12N2 overall in a non-equilibrium geometry from the OMol25 dataset. Energies are from ωB97M-V with the def2-TZVPD basis set.

The relative energy (zero: lowest compared OMol25 entry of this formula, charge and spin) comes out at 4.557 eV. As for the charge: 0. As for the energy: -345.16039 a.u. Its HOMO-LUMO gap (alpha / beta) is 0.27147 / 0.27142 hartree.

Bonds (Å) are listed after each position.
Atoms and positions in Å:
1 C 0.2419 0.4112 2.5225  N8 1.284, H9 1.108, H10 1.148
2 C -0.4237 1.2705 -1.0485  C3 1.473, N7 1.236
3 C -1.3341 0.5184 -1.9283  C2 1.473, H11 1.179, H12 1.079, H13 1.036
4 C 1.7807 -0.5141 -0.5300  C6 1.503, H14 1.007, H15 1.070, H16 1.049
5 C -0.5169 -1.4522 0.2982  C6 1.533, H17 1.007, H18 1.109, H19 1.067
6 C 0.5516 -0.3528 0.3199  C4 1.503, C5 1.533, N8 1.393
7 N -0.3435 2.3950 -0.5420  C2 1.236, H20 0.992
8 N 0.9031 0.4228 1.4225  C1 1.284, C6 1.393
9 H 0.6276 0.9291 3.4233  C1 1.108
10 H -0.7707 -0.0238 2.8446  C1 1.148
11 H -1.9885 -0.1556 -1.2158  C3 1.179
12 H -0.7120 -0.1114 -2.5451  C3 1.079
13 H -1.9402 1.2259 -2.3806  C3 1.036
14 H 2.2475 0.3742 -0.6091  C4 1.007
15 H 1.5114 -1.0499 -1.4160  C4 1.070
16 H 2.4000 -1.2520 -0.1147  C4 1.049
17 H -0.6999 -1.8048 -0.6270  C5 1.007
18 H -0.2335 -2.2478 1.0163  C5 1.109
19 H -1.3929 -1.0594 0.7642  C5 1.067
20 H 0.0920 2.4768 0.3457  N7 0.992